Record 1
ORCA calculation (ωB97M-V with the def2-TZVPD basis set) on one molecule with the formula C10H15N3O5.

Each line ends with the natural charge from an NBO analysis.
CARTESIAN COORDINATES (ANGSTROEM)
O -0.211 1.706 -1.840  -0.6518
O -3.977 -3.506 2.655  -0.6926
O -1.704 -3.319 4.144  -0.7013
O 0.445 -1.916 3.250  -0.6636
O 3.641 3.238 -3.688  -0.7282
C 0.931 1.937 -1.396  0.6303
C -2.964 -2.384 0.831  -0.3030
C -1.814 -1.776 0.283  -0.1797
C -2.877 -2.893 2.114  0.2307
C -1.725 -2.774 2.879  0.2096
C -0.588 -2.097 2.383  0.2877
C -0.642 -1.637 1.044  -0.1190
N 1.309 1.236 -0.240  -0.4749
N 0.405 0.400 0.495  -0.4451
N 1.133 4.068 -2.828  -0.8344
C 0.587 -1.052 0.398  -0.2370
C 2.865 2.292 -2.925  -0.0649
C 1.846 3.015 -2.066  -0.1473
H -4.696 -3.500 2.056  0.4906
H -2.625 -3.536 4.361  0.5040
H 0.148 -2.244 4.132  0.5033
H 3.098 4.081 -3.685  0.4903
H -3.838 -2.562 0.220  0.2120
H -1.808 -1.384 -0.729  0.2244
H 2.200 1.535 0.175  0.3860
H -0.546 0.637 0.299  0.3824
H 0.644 4.670 -2.197  0.3740
H 0.464 3.614 -3.463  0.3832
H 0.755 -1.432 -0.592  0.1893
H 1.466 -1.315 0.978  0.2041
H 3.469 1.702 -2.285  0.1798
H 2.273 1.684 -3.560  0.1662
H 2.337 3.507 -1.203  0.1953

Forces on atoms 1 to 3 (eV/Å):
1.705 0.617 0.128
1.456 -0.336 1.803
-0.072 0.352 -0.121

Properties
HOMO, eV: -8.53
Gap between HOMO and LUMO, eV: 9.0
E_LUMO, eV: 0.495
Energy relative to the best compared isomer or geometry (same formula, charge and spin), kcal/mol: 0.0
Structure (SMILES): N[C@H](CO)C(=O)NNCc1ccc(O)c(O)c1O

=====

Record 2
ORCA calculation (ωB97M-V with the def2-TZVPD basis set) on a 2-piece molecular cluster, C2H6ClN2O overall.

Each line ends with the natural charge from an NBO analysis.
CARTESIAN COORDINATES (ANGSTROEM)
C -0.417 -0.362 -0.374  0.4148
C 2.794 1.144 0.026  -0.1777
N -1.522 0.301 -0.458  -0.3225
N -0.421 -1.657 -0.004  -0.7979
O -2.744 -0.273 0.003  -0.5478
Cl 3.218 -0.442 0.023  0.2551
H 2.280 1.673 -0.705  0.2094
H 2.842 1.801 0.837  0.2103
H -1.678 1.263 -0.689  0.4220
H 0.225 -2.171 0.496  0.4244
H -1.399 -1.744 0.358  0.4144
H -3.176 0.468 0.487  0.4956

Forces on atoms 1 to 3 (eV/Å):
1.673 -0.394 0.291
-0.857 -1.128 0.419
-0.753 -0.343 0.534

Properties
HOMO (alpha / beta), eV: -14.43 / -12.25
Gap between HOMO and LUMO (alpha / beta), eV: 8.7 / 4.6
Total charge: +1
E_LUMO (alpha / beta), eV: -5.746 / -7.682
Energy relative to the best compared isomer or geometry (same formula, charge and spin), kcal/mol: 153.6

=====

Record 3
ORCA calculation (ωB97M-V with the def2-TZVPD basis set) on one molecule with the formula C26H45NO7S.

Each line ends with the natural charge from an NBO analysis.
CARTESIAN COORDINATES (ANGSTROEM)
C -3.411 -2.423 -1.754  -0.6245
H -2.844 -3.349 -1.725  0.2047
H -4.367 -2.637 -2.228  0.2037
H -2.867 -1.713 -2.369  0.2215
C -3.637 -1.877 -0.343  -0.2021
H -3.933 -2.716 0.298  0.1981
C -4.812 -0.881 -0.356  -0.3857
H -5.684 -1.385 -0.776  0.2035
C -4.531 0.401 -1.154  -0.5200
C -4.128 1.564 -0.265  0.7017
O -4.534 1.717 0.865  -0.6248
N -3.332 2.495 -0.871  -0.6418
H -2.992 2.336 -1.806  0.4025
C -3.051 3.764 -0.240  -0.2427
C -1.591 4.157 -0.355  -0.6552
H -1.267 4.288 -1.383  0.2470
S -0.610 2.805 0.303  2.3869
O -0.242 1.916 -0.765  -0.9767
O -1.217 2.231 1.461  -0.9444
O 0.697 3.597 0.754  -0.9033
H 1.257 3.012 1.298  0.5443
H -1.356 5.034 0.238  0.2637
H -3.682 4.553 -0.672  0.2064
H -3.319 3.632 0.813  0.2630
H -3.782 0.231 -1.926  0.2229
H -5.453 0.725 -1.647  0.2390
H -5.060 -0.589 0.666  0.2334
C -2.413 -1.184 0.265  -0.2073
H -2.336 -0.206 -0.215  0.2111
C -2.569 -0.944 1.784  -0.4185
H -3.092 -0.007 1.966  0.2379
H -3.150 -1.745 2.244  0.1980
C -1.144 -0.884 2.364  -0.4072
C -0.275 -0.837 1.107  -0.2402
C 1.234 -1.026 1.231  -0.2414
H 1.461 -2.028 1.607  0.2083
C 1.823 -0.843 -0.180  -0.2470
H 1.521 0.151 -0.516  0.2247
C 1.182 -1.859 -1.130  -0.4230
H 1.409 -2.874 -0.803  0.2029
H 1.582 -1.730 -2.136  0.2173
C -0.348 -1.721 -1.247  0.1116
C -1.001 -1.805 0.149  -0.0201
C -0.978 -3.256 0.634  -0.6344
H -1.590 -3.382 1.521  0.2131
H 0.033 -3.578 0.869  0.2074
H -1.368 -3.918 -0.136  0.2129
O -0.723 -0.586 -1.992  -0.7503
H -0.441 0.218 -1.532  0.4923
H -0.696 -2.559 -1.861  0.1793
C 3.369 -0.887 -0.194  -0.0019
C 3.898 -2.271 0.211  -0.6200
H 3.459 -2.622 1.139  0.2040
H 3.684 -3.000 -0.566  0.2122
H 4.978 -2.232 0.343  0.2105
C 3.955 -0.587 -1.589  -0.3958
C 3.663 0.818 -2.098  -0.4319
C 4.231 1.854 -1.128  0.1151
C 3.659 1.607 0.266  -0.4312
H 2.587 1.799 0.226  0.1974
C 3.914 0.186 0.774  -0.2119
C 3.350 0.009 2.187  -0.4069
H 3.728 -0.919 2.616  0.2127
C 1.822 -0.026 2.249  0.1123
O 1.332 1.304 2.096  -0.7953
H 0.374 1.292 2.237  0.5058
H 1.536 -0.369 3.256  0.1747
H 3.694 0.831 2.818  0.2166
H 5.001 0.053 0.837  0.2047
H 4.097 2.323 0.965  0.2142
O 3.971 3.176 -1.556  -0.7148
H 3.015 3.306 -1.547  0.4601
H 5.325 1.780 -1.109  0.1684
H 2.587 0.975 -2.203  0.1970
H 4.114 0.956 -3.083  0.2173
H 3.595 -1.320 -2.311  0.2102
H 5.040 -0.709 -1.524  0.2005
H -0.418 0.155 0.674  0.2271
H -1.024 -0.004 2.995  0.2011
H -0.910 -1.764 2.965  0.1993

Forces on atoms 1 to 3 (eV/Å):
-0.024 0.014 0.203
0.107 -0.101 -0.073
-0.087 -0.067 -0.080

Properties
HOMO, eV: -9.48
Gap between HOMO and LUMO, eV: 9.7
E_LUMO, eV: 0.266
Structure (SMILES): C[C@H](CCC(=O)NCCS(=O)(=O)O)[C@H]1CC[C@H]2[C@@H]3[C@H](O)C[C@@H]4C[C@H](O)CC[C@]4(C)[C@H]3C[C@H](O)[C@]12C

=====

Record 4
ORCA calculation (ωB97M-V with the def2-TZVPD basis set) on C34H37N3O4RuSi as an isolated structure.

Each line ends with the Löwdin charge.
CARTESIAN COORDINATES (ANGSTROEM)
Ru -0.832 -0.543 -0.395  1.3146
C -2.582 -2.091 -1.017  -0.3128
C -3.188 -1.311 0.007  -0.2940
C -2.590 -1.667 1.245  -0.2878
C -1.614 -2.659 0.989  -0.2629
C -1.599 -2.918 -0.411  -0.2872
C -0.753 -3.914 -1.141  -0.0336
C -0.800 -3.361 2.031  -0.0366
C -2.960 -1.122 2.589  -0.0518
C -4.346 -0.381 -0.181  -0.0487
C -2.957 -2.097 -2.466  -0.0389
H -1.308 -4.837 -1.331  0.0846
H 0.145 -4.171 -0.580  0.0672
H -0.431 -3.516 -2.105  0.0752
H -1.421 -4.060 2.600  0.0874
H -0.358 -2.662 2.745  0.0551
H 0.012 -3.933 1.585  0.0676
H -3.109 -0.042 2.564  0.0550
H -2.175 -1.325 3.318  0.0591
H -3.882 -1.577 2.965  0.0834
H -5.269 -0.942 -0.355  0.0850
H -4.193 0.285 -1.031  0.0614
H -4.500 0.236 0.704  0.0616
H -3.578 -2.966 -2.706  0.0833
H -2.072 -2.129 -3.101  0.0643
H -3.520 -1.201 -2.730  0.0728
O 5.921 -2.627 -2.176  -0.0428
C 5.466 -2.780 -1.029  -0.6983
O 5.995 -3.231 0.005  -0.0551
C 3.993 -2.334 -0.851  -0.0829
C 3.348 -2.489 0.366  0.0112
C 2.041 -2.060 0.509  -0.1354
N 1.352 -1.517 -0.494  0.0235
C 1.964 -1.370 -1.681  -0.1988
C 3.274 -1.754 -1.892  0.0672
C 1.123 -0.746 -2.771  -0.5954
O 1.631 -0.313 -3.790  0.0596
O -0.147 -0.657 -2.490  -0.2112
H 3.893 -2.927 1.192  0.1153
H 1.526 -2.131 1.459  0.0880
H 3.738 -1.612 -2.858  0.1271
C 3.344 -0.946 4.255  -0.0959
C 3.702 -0.185 3.151  -0.0847
C 2.722 0.426 2.381  -0.1113
C 1.366 0.286 2.686  -0.3572
C 1.029 -0.473 3.810  -0.1481
C 2.003 -1.084 4.588  -0.0989
Si 0.017 0.952 1.552  0.6559
C 0.700 2.476 0.660  -0.3532
C 1.495 2.340 -0.483  -0.1199
C 1.992 3.446 -1.159  -0.0869
C 1.686 4.724 -0.711  -0.1016
C 0.901 4.886 0.421  -0.1013
C 0.421 3.773 1.100  -0.1231
H 4.107 -1.434 4.849  0.0975
H 4.744 -0.087 2.871  0.1081
H 3.021 0.998 1.508  0.1001
H -0.016 -0.594 4.081  0.0812
H 1.716 -1.672 5.452  0.0960
H -1.000 1.509 2.501  -0.0335
H 1.748 1.349 -0.849  0.0860
H 2.618 3.304 -2.032  0.1057
H 2.068 5.591 -1.238  0.0953
H 0.667 5.881 0.781  0.0948
H -0.184 3.914 1.989  0.0904
C -0.637 3.578 -4.121  -0.0131
C -1.273 3.042 -2.884  -0.2996
C -1.939 3.668 -1.846  0.0102
C -2.278 2.647 -0.948  -0.3562
N -1.837 1.474 -1.399  0.0123
N -1.246 1.740 -2.583  0.0515
C -3.006 2.755 0.350  -0.0433
H -0.820 4.647 -4.203  0.0769
H -1.029 3.086 -5.012  0.0813
H 0.441 3.411 -4.096  0.0792
H -2.143 4.721 -1.746  0.1095
H -0.769 0.952 -3.032  0.1195
H -2.726 3.674 0.865  0.0779
H -2.753 1.912 0.993  0.0252
H -4.088 2.762 0.203  0.0780

Forces on atoms 1 to 3 (eV/Å):
0.184 0.036 -0.035
0.028 -0.033 0.001
-0.030 0.013 0.026

Properties
HOMO (alpha / beta), eV: -4.21 / -5.24
Gap between HOMO and LUMO (alpha / beta), eV: 6.6 / 6.6
Total charge: -1
E_LUMO (alpha / beta), eV: 2.367 / 1.343
Energy relative to the best compared isomer or geometry (same formula, charge and spin), kcal/mol: 0.0
2S+1: 6

=====

Record 5
ORCA calculation (ωB97M-V with the def2-TZVPD basis set) on one molecule with the formula C5H4O2.

Each line ends with the natural charge from an NBO analysis.
CARTESIAN COORDINATES (ANGSTROEM)
O -1.028 -0.681 2.465  -0.4221
C -1.077 -0.203 1.406  0.7639
O 1.716 -0.854 0.946  -0.5130
C 1.522 0.060 0.181  0.3950
C 0.793 -0.188 -1.083  -0.3156
C -0.521 0.046 -1.018  -0.1504
C -1.228 0.396 0.229  -0.6112
H 1.740 1.119 0.457  0.1289
H 1.283 -0.720 -1.900  0.2372
H -1.130 -0.056 -1.909  0.2150
H -2.071 1.082 0.225  0.2724

Forces on atoms 1 to 3 (eV/Å):
0.002 0.473 -1.136
0.009 -0.235 0.686
0.623 0.297 0.206

Properties
HOMO, eV: -8.92
Gap between HOMO and LUMO, eV: 9.5
E_LUMO, eV: 0.630
Energy relative to the best compared isomer or geometry (same formula, charge and spin), kcal/mol: 40.8
Structure (SMILES): O=C=C/C=C\C=O

=====

Record 6
ORCA calculation (ωB97M-V with the def2-TZVPD basis set) on an isolated ion of composition C2H3N4 and charge +1.

Each line ends with the natural charge from an NBO analysis.
CARTESIAN COORDINATES (ANGSTROEM)
C -0.710 1.192 -0.100  0.0336
C -0.016 -0.022 0.030  0.1044
N -2.014 1.122 0.140  -0.0993
N -2.609 -0.055 0.103  0.0724
N -2.026 -1.107 -0.156  0.0818
N -0.677 -1.168 -0.012  -0.2639
H -0.276 2.099 -0.726  0.2998
H 1.121 -0.199 0.118  0.2849
H -0.125 -2.041 0.192  0.4863

Forces on atoms 1 to 3 (eV/Å):
-0.162 0.733 -2.458
3.075 -1.290 -0.056
1.305 1.649 -0.120

Properties
HOMO (alpha / beta), eV: -16.11 / -16.11
Gap between HOMO and LUMO (alpha / beta), eV: 8.9 / 8.9
Total charge: +1
E_LUMO (alpha / beta), eV: -7.187 / -7.187
Energy relative to the best compared isomer or geometry (same formula, charge and spin), kcal/mol: 14.3
Structure (SMILES): c1c[nH+]nnn1

=====

Record 7
ORCA calculation (ωB97M-V with the def2-TZVPD basis set) on a 2-piece molecular cluster, C4H5NO overall.

Each line ends with the natural charge from an NBO analysis.
CARTESIAN COORDINATES (ANGSTROEM)
C 1.690 0.709 -0.270  0.2125
C 2.239 -0.613 0.285  0.6544
C 1.950 1.882 -0.696  -0.5610
C -1.287 -1.848 0.195  -0.4626
N 0.983 -0.459 -0.069  -0.3831
O 3.169 -1.255 0.687  -0.4649
H 1.158 2.496 -0.880  0.2263
H 2.969 2.438 -0.595  0.2494
H -1.751 -0.920 0.030  0.1673
H -1.588 -2.483 -0.630  0.1666
H -0.898 -2.278 1.173  0.1951

Forces on atoms 1 to 3 (eV/Å):
0.234 -2.326 0.443
0.938 -1.419 0.582
3.643 2.250 0.459

Properties
HOMO (alpha / beta), eV: -9.47 / -8.71
Gap between HOMO and LUMO (alpha / beta), eV: 9.6 / 6.5
E_LUMO (alpha / beta), eV: 0.153 / -2.193
Energy relative to the best compared isomer or geometry (same formula, charge and spin), kcal/mol: 147.3

=====

Record 8
ORCA calculation (ωB97M-V with the def2-TZVPD basis set) on a 2-piece molecular cluster, C4H11N3O2 overall.

Each line ends with the natural charge from an NBO analysis.
CARTESIAN COORDINATES (ANGSTROEM)
C 2.026 -0.173 -0.182  -0.4168
C 0.709 -2.189 0.291  0.5679
N 0.722 -0.774 0.321  -0.6525
N 1.997 -2.842 0.290  -0.9464
N -0.318 -2.816 0.065  -0.7303
H -0.205 -0.389 0.450  0.4000
H 2.237 -0.680 -1.171  0.1865
H 2.853 -0.270 0.488  0.1944
H 2.770 -2.627 -0.289  0.3881
H 2.301 -3.348 1.202  0.3929
H -1.895 0.380 -0.841  0.4929
H -0.367 -3.944 0.100  0.3681
H 1.856 0.902 -0.089  0.2440
C -2.069 3.267 0.431  -0.7350
C -1.109 2.126 -0.128  0.8264
O 0.000 1.897 -0.318  -0.5486
O -2.125 1.351 -0.780  -0.7675
H -2.151 3.416 1.635  0.2489
H -3.066 3.214 -0.005  0.2547
H -1.492 4.205 0.107  0.2324

Forces on atoms 1 to 3 (eV/Å):
-2.544 0.207 0.075
3.546 1.431 -0.952
2.138 -2.395 0.416

Properties
HOMO, eV: -8.65
Gap between HOMO and LUMO, eV: 9.4
E_LUMO, eV: 0.763
Energy relative to the best compared isomer or geometry (same formula, charge and spin), kcal/mol: 81.9
Structure (SMILES): [H]/N=C(\N)NC.CC(=O)O

=====

no.,total energy (hartree),largest force on an atom (eV Å⁻¹)
1,-930.48767,3.2
2,-724.25849,5.4
3,-1997.42861,1.1
4,-2167.49449,0.4
5,-343.32732,1.2
6,-296.60256,4.3
7,-285.17985,4.3
8,-473.67227,7.7